ORCA calculation (ωB97M-V/def2-TZVPD) on a structure of composition C3H2OS at a distorted geometry.

Element x y z (Å)
C (0.34676, 0.14408, -0.53657)
C (1.41857, -0.82986, -0.56539)
C (0.44134, 0.37343, -1.86827)
O (1.48578, -1.88558, -0.95375)
S (1.60617, 0.50937, -2.71606)
H (-0.20250, -0.09573, 0.34372)
H (1.74454, -0.92466, 0.44871)

Summary:
E_HOMO = -8.63 eV
Orbital gap = 0.28810 hartree

ORCA calculation (ωB97M-V/def2-TZVPD) on a structure of composition C37H57BrN5OPt at a distorted geometry.

Element x y z (Å)
Pt (17.89363, 14.36934, 5.50804)
C (24.87422, 14.22864, 4.09034)
C (24.92117, 14.79279, 5.52062)
C (26.07768, 14.27930, 6.29693)
C (25.04912, 16.34373, 5.45806)
C (23.58936, 14.49658, 6.19873)
C (23.33914, 15.09325, 7.45329)
C (22.03550, 15.12355, 7.96460)
N (21.03258, 14.44173, 7.37822)
C (21.31286, 13.64925, 6.33497)
C (22.57887, 13.68920, 5.70352)
C (20.33466, 12.60571, 5.89155)
C (20.68111, 11.26871, 6.11204)
C (20.08406, 10.20382, 5.40210)
C (19.07810, 10.50909, 4.44270)
C (18.76379, 11.86030, 4.24961)
N (19.18645, 12.86685, 5.15220)
C (20.46231, 8.77899, 5.80374)
C (19.71284, 8.50933, 7.15730)
C (19.88934, 7.67979, 4.85378)
C (21.92865, 8.53258, 6.14058)
H (25.84054, 14.39995, 3.52804)
H (24.07155, 14.71063, 3.49313)
H (24.71659, 13.12904, 3.96531)
H (26.95927, 14.64105, 5.81213)
H (26.07917, 13.15123, 6.19781)
H (26.03776, 14.60565, 7.35112)
H (25.94270, 16.63104, 4.84038)
H (25.16511, 16.81208, 6.41898)
H (24.11024, 16.68620, 4.98090)
H (24.04087, 15.76842, 7.88843)
H (21.73220, 15.72394, 8.82150)
H (22.81961, 12.92401, 4.94029)
H (21.40826, 11.09167, 6.90343)
H (18.49218, 9.77787, 3.85471)
H (17.93909, 12.18523, 3.53530)
H (18.64919, 8.54014, 6.99956)
H (19.99570, 9.21049, 7.95669)
H (19.98175, 7.48829, 7.53371)
H (18.87542, 7.40221, 5.13283)
H (20.48446, 6.74656, 4.96058)
H (19.94860, 7.95231, 3.79331)
H (22.17721, 9.12875, 6.99532)
H (22.61581, 8.77520, 5.32921)
H (22.06598, 7.46208, 6.31514)
C (9.89906, 13.98510, 6.09978)
C (10.80740, 14.51493, 4.98002)
C (10.67956, 16.06274, 4.92491)
C (10.49302, 13.87931, 3.60540)
C (12.26760, 14.18655, 5.27615)
C (13.28882, 15.11828, 5.35926)
C (14.60429, 14.70369, 5.30704)
Br (15.94795, 15.82546, 4.51822)
C (14.93758, 13.39608, 5.62057)
O (16.25276, 13.06318, 5.72711)
C (13.92196, 12.39877, 5.87873)
C (12.65133, 12.79642, 5.50842)
C (14.32697, 11.05748, 6.30024)
C (15.25564, 10.33616, 5.33063)
C (13.10462, 10.04779, 6.40144)
C (14.99472, 11.21218, 7.70938)
H (8.94507, 14.51602, 6.09411)
H (10.35391, 14.22313, 7.07921)
H (9.75021, 12.86903, 6.00500)
H (9.65964, 16.32869, 5.00246)
H (11.11898, 16.50339, 4.00274)
H (11.19289, 16.49061, 5.75581)
H (9.45417, 14.06322, 3.34262)
H (10.64847, 12.80638, 3.45630)
H (11.06015, 14.47243, 2.85531)
H (13.15153, 16.20003, 5.48695)
H (11.90378, 12.05714, 5.48123)
H (15.75344, 9.42930, 5.71977)
H (16.06919, 11.01915, 4.96639)
H (14.73978, 10.00032, 4.43408)
H (12.53760, 10.04441, 5.47718)
H (12.35512, 10.31402, 7.17769)
H (13.42493, 9.00674, 6.64835)
H (15.84173, 11.90462, 7.60876)
H (15.43049, 10.27554, 8.10217)
H (14.29218, 11.57326, 8.47066)
C (18.25775, 16.54119, 7.65822)
N (18.62326, 17.39604, 6.52914)
C (17.91566, 18.65043, 6.40984)
C (19.37569, 16.92803, 5.46286)
N (19.29210, 15.70408, 5.04028)
N (20.17452, 17.81647, 4.76821)
C (20.60527, 17.62594, 3.40542)
C (20.71904, 18.98686, 5.41964)
H (18.52314, 17.17695, 8.54416)
H (18.94394, 15.66666, 7.73489)
H (17.18476, 16.28414, 7.61575)
H (16.76771, 18.53829, 6.46586)
H (18.31205, 19.09251, 5.50117)
H (18.18385, 19.33157, 7.26028)
H (20.01284, 15.55690, 4.34488)
H (20.27361, 18.46110, 2.77544)
H (20.25312, 16.65525, 2.94024)
H (21.70943, 17.69057, 3.26304)
H (20.73100, 18.91769, 6.49824)
H (20.17711, 19.92216, 5.18936)
H (21.73176, 19.08785, 4.98970)

Summary:
Expectation value of S² = 2.029
E_HOMO (spin up / spin down) = -8.69 / -10.04 eV
2S+1 = 3
Charge = +1
Orbital gap (spin up / spin down) = 0.24206 / 0.19781 hartree

ORCA calculation (ωB97M-V/def2-TZVPD) on a structure of composition C23H33AuCl2N4O4 at a distorted geometry.

Element x y z (Å)
O (0.00502, 0.48814, -4.05146)
C (-0.59617, 0.65484, -5.09968)
C (-0.28689, 1.74709, -6.07614)
C (0.85987, 2.54038, -5.89568)
H (1.58303, 2.27671, -5.12618)
C (1.07040, 3.65728, -6.70560)
H (1.94879, 4.28993, -6.55164)
C (0.14736, 3.97078, -7.71835)
H (0.29084, 4.86102, -8.33564)
C (-0.96401, 3.14148, -7.94388)
H (-1.67110, 3.36860, -8.74807)
C (-1.16413, 2.02424, -7.13287)
H (-1.99670, 1.34489, -7.30626)
H (-1.40043, -0.05791, -5.41296)
C (-2.68708, 2.04705, 0.12475)
C (-2.20282, 1.05203, 1.11824)
H (-3.56751, 2.57603, 0.51288)
H (-2.92238, 1.55973, -0.83309)
H (-1.86739, 2.75666, -0.06472)
C (-2.75563, 0.62953, 2.24907)
C (-4.01472, 1.18351, 2.86869)
H (-2.25827, -0.14929, 2.82719)
H (-4.46885, 1.98413, 2.26006)
H (-3.79876, 1.58971, 3.86930)
H (-4.75462, 0.38327, 3.01586)
Au (-0.20265, 0.36758, 0.63171)
Cl (1.13623, 2.33083, 0.49542)
Cl (-0.65114, -0.10724, -1.57605)
H (3.77513, 0.07628, -2.40236)
H (5.39536, 1.22457, -0.77905)
C (2.98458, 0.21697, -1.65078)
C (4.55318, 1.29958, -0.07928)
N (3.58600, 0.24740, -0.32987)
H (2.25017, -0.58816, -1.71580)
C (3.15302, -0.54908, 0.67403)
O (2.16980, -1.30230, 0.61324)
H (4.92261, 1.18431, 0.94368)
H (3.77235, -0.45822, 1.59129)
H (2.47636, 1.16835, -1.85594)
H (4.08524, 2.28654, -0.18799)
H (-1.49166, -5.05708, 2.18186)
H (-0.41057, -5.83145, -0.01995)
C (-1.98214, -4.25642, 1.61154)
C (-0.91433, -4.99027, -0.51175)
N (-1.17974, -3.92423, 0.44052)
H (-2.09492, -3.37146, 2.23989)
C (-0.74384, -2.68264, 0.23026)
O (-0.95747, -1.75877, 1.05688)
H (-0.27384, -4.59652, -1.30395)
H (-0.20293, -2.51172, -0.70953)
H (-2.97059, -4.61968, 1.29472)
H (-1.84509, -5.36366, -0.95894)
N (0.83613, -2.42824, 6.76148)
C (0.75892, -2.34788, 5.40552)
O (0.76310, -3.35027, 4.68402)
C (0.67967, -0.95498, 4.83377)
C (0.62098, 0.23662, 5.57833)
C (0.47064, 1.44396, 4.89288)
C (0.35356, 1.42105, 3.50129)
N (0.38349, 0.28476, 2.78921)
C (0.62483, -0.87225, 3.44183)
H (0.83006, -3.36034, 7.15800)
H (0.71996, -1.63055, 7.37128)
H (0.70534, 0.23357, 6.67293)
H (0.43619, 2.40930, 5.39036)
H (0.22064, 2.32587, 2.91855)
H (0.72952, -1.76392, 2.83294)

Summary:
Expectation value of S² = 2.012
E_HOMO (spin up / spin down) = -6.42 / -8.13 eV
2S+1 = 3
Orbital gap (spin up / spin down) = 0.23948 / 0.28088 hartree

ORCA calculation (ωB97M-V/def2-TZVPD) on a structure of composition C15H31FeNO3P2 at a distorted geometry.

Element x y z (Å)
P (-1.79659, -2.26614, -1.85164)
P (0.37162, -0.75231, -1.93974)
C (-0.73287, -2.70095, -3.36997)
C (0.23977, -1.55017, -3.63737)
H (-1.57334, -2.68452, -4.05818)
H (-0.22540, -3.68443, -3.33290)
H (1.24182, -1.87601, -3.92134)
H (-0.13196, -0.82808, -4.39075)
C (-1.09986, 0.41921, -2.04718)
H (-0.90690, 1.34891, -1.48539)
H (-2.02685, -0.02059, -1.61354)
H (-1.29934, 0.66988, -3.10635)
C (1.58675, 0.60549, -2.41886)
H (1.79919, 0.64750, -3.51072)
H (2.53110, 0.43195, -1.89531)
H (1.20033, 1.60212, -2.12300)
C (-2.36496, -3.87006, -1.28225)
H (-1.61539, -4.57296, -0.87250)
H (-2.81315, -4.13696, -2.24090)
H (-3.10933, -3.58113, -0.53258)
C (1.56849, -2.14344, -0.59443)
H (1.49205, -1.42062, 0.22669)
H (2.41138, -2.06076, -1.30564)
H (1.56178, -3.18505, -0.15101)
Fe (-0.21999, -3.12190, -0.84676)
C (1.18558, 4.14905, 2.63476)
C (-0.13991, 4.28997, 2.56705)
C (-1.10401, 3.80548, 1.49723)
C (-1.52832, 2.32393, 1.60419)
C (-0.47807, 1.32911, 1.42269)
C (0.78521, 1.45987, 0.96105)
C (1.44031, 2.70239, 0.50291)
C (2.11445, 3.50237, 1.63619)
C (-0.42964, -4.07722, 1.07699)
H (1.74290, 4.57455, 3.49083)
H (-0.68821, 4.86329, 3.33348)
H (-0.78474, 4.04982, 0.46973)
H (-2.03017, 4.38603, 1.64621)
H (-1.93268, 2.15627, 2.61300)
H (-2.35470, 2.13382, 0.88002)
H (-0.78279, 0.27922, 1.65738)
H (1.46899, 0.58975, 0.97336)
H (0.80531, 3.35401, -0.12239)
H (2.28985, 2.35550, -0.10113)
H (2.81540, 2.81025, 2.14884)
H (2.76668, 4.25062, 1.14995)
H (0.53370, -4.19744, 1.62293)
H (-0.89952, -5.08371, 1.09245)
H (-1.03258, -3.43395, 1.75548)
O (0.22668, -1.71078, 4.94104)
N (0.03685, -0.96278, 3.95323)
O (0.98275, -0.22651, 3.51279)
O (-1.09763, -0.94193, 3.38134)

Summary:
Expectation value of S² = 6.073
E_HOMO (spin up / spin down) = -6.89 / -6.89 eV
2S+1 = 5
Orbital gap (spin up / spin down) = 0.16472 / 0.15597 hartree

Which energy above the lowest of the compared OMol25 structures with the same formula, charge and spin belongs to each record? In order, 445.5; 176.9; 0.0; 39.4 kJ/mol.